Record 1
C50H143N5O34 | ωB97M-V/def2-TZVPD

```
! RIJCOSX wB97M-V def2-TZVPD def2/J DEFGRID3
* xyz 0 1
O -10.142 20.227 1.229
O -12.240 3.618 -13.696
O -8.131 17.209 -10.948
O -13.784 11.524 -14.849
O -7.972 13.570 2.397
O -1.895 9.356 -14.420
O -7.768 14.796 -9.523
O -5.765 -0.064 -9.550
O -3.386 8.793 -0.501
O -10.156 14.698 -0.969
O -2.991 1.123 -13.040
O -13.957 5.342 -9.372
O -2.867 6.050 -19.859
O -11.898 12.152 -11.850
O -6.217 7.931 -20.889
O -8.845 6.393 -4.166
O -3.822 14.154 -0.065
O -10.656 9.002 -4.004
O -7.460 10.343 -7.156
O -7.850 1.181 -13.910
O -3.818 13.080 -8.234
O -7.181 11.596 0.847
O -3.402 10.139 -10.657
O -3.240 15.056 -2.633
O -11.774 14.076 1.251
O -7.913 8.112 -13.355
O -14.643 4.856 -14.684
O -0.701 7.726 -12.158
O -8.670 2.990 -24.002
O -8.280 1.646 -17.777
O -18.304 7.602 -8.799
O -9.224 17.594 -3.041
O -1.596 6.702 1.158
O -5.134 4.077 -19.344
N -6.906 5.272 -22.659
N -8.070 18.698 -0.315
N -7.065 9.278 -9.870
N -5.147 1.931 -11.369
N -15.708 7.447 -10.697
C -7.922 19.337 0.944
C -7.698 12.425 3.139
C -6.622 1.045 -9.665
C -8.266 17.140 -9.554
C -4.060 2.862 -11.677
C -7.082 6.947 -13.483
C -13.931 6.780 -9.068
C -3.694 3.789 -19.376
C -5.868 2.261 -10.168
C -15.312 7.508 -9.300
C -8.657 3.563 -22.721
C -12.281 4.870 -14.309
C -6.533 6.694 -22.932
C -8.606 18.830 -2.756
C -3.525 2.422 -13.045
C -10.248 6.480 -3.836
C -19.207 6.764 -8.148
C -0.738 8.549 -14.609
C -13.055 11.725 -12.585
C -7.537 9.036 -12.280
C -7.757 8.443 -10.898
C -4.300 15.431 -0.475
C -8.329 5.062 -22.832
C -8.822 19.425 -1.292
C -11.493 14.243 -1.188
C -13.413 5.105 -15.278
C -7.468 16.039 -8.994
C -17.034 8.052 -10.903
C -6.360 -1.179 -8.945
C -7.014 11.277 -6.214
C -3.533 16.043 -1.683
C -7.070 8.516 -8.626
C -2.431 0.612 -14.220
C -10.585 7.875 -3.106
C -8.739 1.560 -23.976
C -18.222 7.339 -10.216
C -11.175 20.478 2.143
C -11.757 13.367 -0.006
C -2.894 8.804 0.783
C -1.529 8.124 0.988
C -10.475 17.690 -3.749
C -9.149 19.383 1.791
C -7.694 11.222 2.118
C -0.005 8.363 -13.203
C -2.757 4.968 -18.981
C -12.891 12.228 -14.017
C -6.489 9.297 -7.503
C -6.751 8.815 -19.856
C -12.698 4.779 -8.992
C -7.084 7.812 -22.042
H -6.717 12.563 3.595
H -7.953 18.063 -9.066
H -1.801 6.247 0.337
H -4.185 9.324 -0.466
H -3.178 10.965 -10.226
H -4.281 2.379 -13.828
H -8.807 8.189 -10.757
H -9.333 16.981 -9.394
H -7.220 1.491 -13.259
H -8.690 1.537 -13.619
H -7.586 20.374 0.930
H -7.088 10.413 2.527
H -7.188 9.713 -20.293
H -9.901 7.949 -2.260
H -1.118 8.590 1.884
H -6.802 6.884 -23.971
H -10.871 16.675 -3.778
H -7.469 8.270 -19.244
H -4.171 16.088 0.385
H -15.299 5.200 -15.295
H -8.609 14.432 -9.238
H -19.028 6.797 -7.073
H -11.216 18.310 -3.243
H -9.775 9.088 -4.375
H -11.360 4.923 -14.888
H -9.656 3.491 -22.292
H -7.230 6.535 -14.481
H -2.786 3.173 -13.322
H -8.786 19.596 -3.511
H -4.623 13.705 0.215
H -7.345 6.212 -12.723
H -7.230 18.715 1.511
H -13.283 4.472 -16.156
H -17.059 9.116 -10.666
H -12.070 15.151 -1.014
H -3.006 0.567 -15.145
H -7.540 18.675 -2.922
H -12.634 4.571 -7.924
H -6.426 -0.956 -7.880
H -11.696 19.548 2.374
H -8.015 3.079 -21.985
H -9.685 18.454 1.981
H -8.834 19.872 2.713
H -7.560 16.102 -7.910
H -5.447 6.761 -22.870
H -7.602 2.249 -18.083
H -10.542 5.598 -3.266
H -5.496 9.673 -7.751
H -7.511 10.135 -9.577
H -6.521 4.641 -23.348
H 0.345 9.327 -12.834
H -4.718 13.225 -8.525
H -10.334 18.054 -4.767
H -7.751 11.976 -5.819
H -2.777 9.856 1.042
H -15.688 6.482 -10.995
H -5.177 2.692 -9.443
H -12.260 5.641 -13.539
H -13.628 6.968 -8.037
H -8.256 1.722 -16.823
H -7.480 0.820 -10.299
H -6.432 16.276 -9.239
H -3.043 5.373 -18.010
H -2.586 16.321 -1.221
H -5.398 4.698 -20.026
H -19.086 5.702 -8.365
H -4.055 16.902 -2.107
H -20.212 7.092 -8.415
H -1.264 8.395 -11.762
H -3.563 13.906 -7.823
H -15.124 8.541 -9.009
H -7.917 16.339 -11.292
H -13.050 3.603 -13.180
H -1.954 -0.356 -14.072
H -13.243 7.228 -9.785
H -11.919 11.970 -14.439
H -6.404 7.666 -8.779
H -8.737 10.912 2.051
H -8.571 5.518 -3.881
H -3.645 6.513 -19.539
H -6.484 9.305 -12.362
H -18.046 6.280 -10.404
H -12.764 12.980 -0.166
H -8.025 8.251 -8.172
H -4.737 1.043 -11.116
H -8.538 17.808 -0.218
H -8.792 1.174 -24.994
H -11.757 21.338 1.811
H -8.450 12.360 3.925
H -8.564 20.473 -1.140
H -9.658 1.260 -23.472
H -9.959 15.194 -1.767
H -8.658 5.458 -23.792
H -3.001 14.260 -2.152
H -13.020 10.638 -12.651
H -12.990 13.308 -13.901
H -5.626 -1.985 -8.991
H -8.849 5.609 -22.044
H -8.054 9.974 -12.479
H -7.014 8.796 -22.505
H -6.045 7.232 -13.304
H -9.835 19.235 -0.940
H -2.081 9.588 -13.508
H -11.508 7.855 -2.526
H -4.333 10.016 -10.470
H -7.324 7.448 -10.790
H -3.428 3.565 -20.409
H -1.724 4.648 -18.847
H -6.592 10.875 -5.293
H -16.074 7.122 -8.623
H -13.432 6.130 -15.650
H -3.535 8.219 1.443
H -7.105 1.359 -8.739
H -5.969 9.219 -19.213
H -11.932 11.815 -10.952
H -0.127 9.067 -15.348
H -1.624 1.300 -14.474
H -19.145 7.641 -10.712
H -0.888 8.380 0.144
H -7.780 1.214 -23.592
H -6.258 11.929 -6.650
H -17.327 7.943 -11.947
H -10.753 20.807 3.092
H -10.809 6.421 -4.768
H 0.867 7.733 -13.376
H -8.098 7.590 -21.712
H -14.668 11.749 -14.551
H -6.334 8.709 -6.598
H -3.263 2.846 -10.933
H -7.330 -1.474 -9.345
H -3.537 2.976 -18.667
H -7.731 12.322 0.545
H -12.553 13.725 1.689
H -11.723 13.783 -2.149
H -11.125 12.488 0.121
H -4.324 3.912 -11.807
H -11.846 5.431 -9.186
H -12.460 3.878 -9.558
H -8.916 13.738 2.424
H -1.165 7.618 -14.982
H -14.020 11.840 -12.092
H -6.628 3.021 -10.348
H -5.357 15.368 -0.732
*
```

* HOMO level: -8.50 eV
* LUMO energy: -0.1 eV

Atom charges from the Löwdin analysis, given in e for atoms 1 to 5: atom 1 (O): -0.213, atom 2 (O): -0.048, atom 3 (O): -0.052, atom 4 (O): -0.057, atom 5 (O): -0.075


Record 2
C50H30Br2CsF15Ge3N3S3 | ωB97M-V/def2-TZVPD

```
! RIJCOSX wB97M-V def2-TZVPD def2/J DEFGRID3
* xyz -2 2
Cs 0.044 -0.331 0.931
Br -4.530 3.880 6.830
Br -2.210 -3.548 8.172
Ge -0.100 4.928 0.683
Ge 1.324 -3.195 -2.970
Ge -1.458 2.911 0.139
S -0.050 -2.740 -1.468
S 2.127 -0.255 3.488
S 0.755 -3.222 2.817
F 1.863 0.289 -8.005
F 4.043 -1.364 -3.240
F 2.475 -5.255 -1.057
F 6.351 -1.570 -1.919
F -0.013 0.920 -6.144
F 4.793 -5.432 0.274
F -1.916 -6.350 -5.662
F 6.748 -3.586 -0.140
F 2.293 -8.244 -4.744
F -0.201 -8.457 -5.805
F 3.449 -1.891 -7.652
F 3.086 -5.976 -3.601
F 3.205 -3.385 -5.431
F -0.324 -0.601 -3.978
F -1.153 -4.069 -4.480
N -2.379 -1.472 4.010
N -2.037 1.243 3.917
N 0.973 2.153 -2.583
C 0.176 -7.322 -5.197
C -1.498 4.425 -3.948
C 4.592 -4.434 -0.592
C -1.341 4.348 -2.567
C 0.177 5.051 2.645
C -2.749 2.388 -3.904
C 4.180 -2.404 -2.395
C 5.591 -3.500 -0.807
C 4.451 -4.118 3.947
C -3.581 4.789 1.358
C 2.930 -1.730 3.673
C 1.730 -0.463 -6.904
C -2.498 -0.769 5.130
C 5.019 -2.861 4.278
C -2.572 2.319 -2.530
C -4.201 2.508 1.163
C -2.145 -3.463 5.325
C -3.492 2.815 5.651
C 1.741 4.772 -0.024
C -2.200 -2.781 4.114
C -2.282 -2.711 6.472
C 1.822 -6.021 -4.052
C -5.406 2.769 1.802
C 5.386 -2.479 -1.715
C 2.538 -1.571 -6.721
C 3.160 -3.315 -2.214
C -4.778 5.065 2.010
C -3.398 1.454 5.874
C 1.199 1.606 -1.584
C 3.165 -4.181 3.511
C -2.650 0.708 4.968
C 0.648 -0.937 -4.820
C -2.455 -1.343 6.398
C -0.571 6.802 0.204
C 4.282 -1.727 4.144
C 1.467 -2.028 -4.581
C 2.389 -2.322 -5.569
C -2.203 3.440 -4.626
C -2.131 2.552 3.742
C -3.251 3.505 0.916
C 0.778 -0.145 -5.953
C -0.275 -5.082 -4.503
C -5.699 4.054 2.237
C -1.863 3.291 -1.817
C -2.852 3.397 4.579
C 3.403 -4.320 -1.291
C 2.338 -3.019 3.362
C 1.443 -7.210 -4.658
C -0.692 -6.248 -5.124
C 0.980 -4.931 -3.936
H 0.525 4.099 3.048
H -6.629 4.262 2.752
H -2.886 5.604 1.198
H -1.975 -4.528 5.354
H -2.919 4.453 4.372
H 2.719 -5.131 3.245
H 5.043 -5.021 4.028
H -6.107 1.962 1.980
H 2.171 3.802 0.224
H -3.290 1.601 -4.417
H -2.319 3.488 -5.702
H -4.989 6.075 2.344
H -1.473 7.147 0.708
H -1.618 2.956 2.881
H -0.744 5.324 3.162
H -2.967 1.458 -2.001
H -2.520 -0.742 7.293
H 2.366 5.556 0.410
H 6.045 -2.805 4.622
H 1.760 4.875 -1.109
H 0.260 7.440 0.513
H 0.929 5.811 2.868
H -0.720 6.926 -0.867
H 4.712 -0.761 4.377
H -3.978 1.484 0.879
H -0.775 5.128 -2.072
H -3.916 0.989 6.700
H 0.494 2.609 -3.337
H -2.088 -3.326 3.188
H -1.071 5.259 -4.493
*
```

* HOMO level (spin up / spin down): -2.41 / -2.44 eV
* ΔE to the lowest compared entry with this formula, charge and spin: 34.9 kcal per mole
* LUMO energy (spin up / spin down): 3.2 / 3.0 eV
* <S²>: 0.776

Atom charges from the Löwdin analysis, given in e for atoms 1 to 5: atom 1 (Cs): 0.437, atom 2 (Br): 0.711, atom 3 (Br): 0.716, atom 4 (Ge): 0.629, atom 5 (Ge): 0.522


Record 3
C50H32F18Ge2N4ReS | ωB97M-V/def2-TZVPD

```
! RIJCOSX wB97M-V def2-TZVPD def2/J DEFGRID3
* xyz -2 4
Re -0.046 1.547 -0.440
Ge -3.160 0.354 -0.683
Ge 1.955 -1.426 1.967
S 1.452 -0.160 0.365
F 2.789 -2.501 -1.000
F 1.284 -4.583 2.063
F 0.177 1.921 2.385
F 4.406 0.263 1.727
F 1.771 -1.377 5.278
F 3.348 -0.117 7.054
F -0.260 -0.493 3.776
F 6.316 -5.423 0.149
F -2.198 -1.805 5.220
F 5.796 -4.971 2.819
F 4.760 -4.175 -1.749
F 3.816 -3.242 3.545
F -1.511 0.676 1.850
F -2.328 -4.544 5.109
F 5.506 1.349 6.214
F 6.043 1.533 3.516
F -1.674 2.818 1.790
F -0.560 -5.918 3.525
N 2.482 0.496 -4.021
N 0.404 1.500 -4.341
N 3.539 8.059 0.133
N 1.267 1.313 -2.188
C -1.833 1.737 -1.152
C -6.747 -0.420 -2.889
C -1.137 -1.630 -1.327
C 3.544 -3.067 -0.037
C 0.562 -2.497 2.914
C 5.327 -4.574 0.526
C 0.820 5.974 -0.602
C 1.373 1.102 -3.450
C -0.577 2.483 -3.936
C -0.503 -4.568 3.577
C -0.369 -1.825 3.700
C 0.087 4.815 -0.741
C 5.061 -4.332 1.880
C -0.828 -3.823 -0.414
C -0.823 1.794 1.468
C -5.849 -0.047 -1.906
C -5.221 1.042 3.029
C -2.628 -2.428 0.354
C -1.924 -3.619 0.409
C 3.045 1.035 -5.239
C -5.508 2.956 1.619
C -4.803 2.316 0.618
C 0.443 -3.876 2.848
C 3.597 -0.005 5.730
C -5.727 2.314 2.827
C 2.987 -0.511 3.430
C 2.891 7.110 0.035
C 2.674 4.702 0.260
C -4.287 1.039 0.809
C 4.698 0.746 5.310
C -1.404 -3.872 4.384
C 4.540 -3.928 -0.435
C 0.620 3.563 -0.395
C -4.036 -0.461 -3.392
C 3.270 -2.781 1.302
C -1.336 -2.478 4.436
C -0.437 -2.823 -1.288
C 2.126 5.941 -0.095
C -4.498 0.415 2.029
C 1.933 3.555 0.109
C -2.244 -1.418 -0.515
C -6.286 -0.819 -4.133
C -4.924 -0.838 -4.383
C 4.964 0.837 3.940
C 4.120 0.208 3.051
C 4.061 -3.457 2.233
C -0.109 0.537 -5.292
C -4.480 -0.053 -2.140
C 2.779 -0.622 4.806
C 3.483 -0.062 -3.135
H -0.799 -0.828 -1.978
H 3.677 4.654 0.658
H 3.881 1.712 -5.014
H -0.253 1.013 -6.267
H -0.273 -4.751 -0.363
H 2.114 1.102 -1.665
H -4.089 -0.569 2.204
H 2.996 -0.583 -2.316
H -6.987 -1.119 -4.903
H -6.207 0.255 -0.930
H 2.391 2.618 0.398
H 2.295 1.584 -5.801
H 0.424 -2.968 -1.928
H -2.228 -4.399 1.096
H -7.811 -0.409 -2.686
H -3.478 -2.281 1.005
H 4.076 -0.790 -3.688
H -1.081 0.151 -4.959
H -4.608 2.802 -0.329
H -0.167 3.105 -3.146
H -6.276 2.815 3.615
H -1.486 2.031 -3.528
H 4.161 0.705 -2.736
H -5.884 3.960 1.461
H -0.923 4.856 -1.127
H -4.560 -1.156 -5.353
H 0.393 6.927 -0.878
H -0.834 3.096 -4.803
H -2.971 -0.484 -3.579
H 3.425 0.218 -5.857
H 0.578 -0.303 -5.386
H -5.354 0.551 3.984
*
```

* HOMO level (spin up / spin down): 0.91 / -1.69 eV
* LUMO energy (spin up / spin down): 3.6 / 3.6 eV
* <S²>: 3.779

Atom charges from the Löwdin analysis, given in e for atoms 1 to 5: atom 1 (Re): 0.913, atom 2 (Ge): 0.849, atom 3 (Ge): 0.683, atom 4 (S): 0.350, atom 5 (F): 0.036